{
  "formula": "C4H6O2",
  "method": "wB97M-V/def2-TZVPD",
  "symbols": ["O", "C", "C", "C", "O", "C", "H", "H", "H", "H", "H", "H"],
  "xyz": [[2.32, -1.35, 0.14], [1.33, -0.75, 0.49], [0.33, -0.12, -0.42], [-1.13, -0.53, -0.17], [-1.56, 0.82, 0.07], [-0.21, 1.27, -0.02], [1.07, -0.65, 1.57], [0.66, -0.21, -1.46], [-1.53, -0.95, -1.09], [-1.34, -1.16, 0.71], [0.17, 1.60, 0.95], [-0.10, 2.05, -0.77]],
  "homo_ev": -10.09,
  "e_tot_ev": -8338.43912,
  "molar_mass_g_mol": 86.09,
  "relative_energy_kj_mol": 195.09
}